Record 1
A 2-piece molecular cluster, C21H17F3NO overall at a distorted geometry, computed with ωB97M-V/def2-TZVPD.

Computed properties:
LUMO energy = -0.2297 Eh
E = -33733.861 eV
Net charge = +1
F_max = 0.0339 Eh/bohr

CARTESIAN COORDINATES (ANGSTROEM)
F (2.55977, 3.41053, 1.87060)
C (2.42942, 2.04006, 1.79672)
C (3.59467, 1.27869, 1.73327)
C (3.41518, -0.10099, 1.61264)
F (4.53824, -0.88962, 1.51589)
C (2.17336, -0.69857, 1.54589)
C (0.97846, 0.09519, 1.59213)
C (-0.25179, -0.60126, 1.49501)
C (-1.60023, -0.17934, 1.67567)
C (-2.60250, -1.19790, 1.77429)
C (-3.94497, -0.89700, 1.89276)
C (-4.38044, 0.43817, 1.94460)
C (-3.40925, 1.42837, 1.86869)
F (-3.82582, 2.74126, 1.85477)
C (-2.05013, 1.17104, 1.73813)
C (1.14879, 1.50365, 1.75966)
H (4.58000, 1.73249, 1.76598)
H (2.08352, -1.78366, 1.48824)
H (-0.13590, -1.67861, 1.34560)
H (-2.27268, -2.23884, 1.75000)
H (-4.67884, -1.70161, 1.93426)
H (-5.43504, 0.70168, 2.02123)
H (-1.35931, 2.00053, 1.67608)
H (0.29567, 2.15908, 1.89403)
C (-2.91447, 0.01582, -1.64641)
C (-1.56558, -0.67092, -1.58529)
C (-0.47165, 0.17931, -1.87323)
N (0.78868, -0.28294, -2.19666)
C (1.12692, -1.62231, -2.17001)
C (2.41402, -2.02305, -2.45848)
C (3.38816, -1.08616, -2.79672)
C (3.02412, 0.26275, -2.84313)
C (1.73781, 0.65136, -2.56414)
O (-1.45389, -1.87398, -1.26013)
H (-2.85918, 0.98839, -1.13801)
H (-3.18109, 0.19710, -2.69821)
H (-3.67525, -0.61276, -1.17905)
H (-0.65633, 1.23411, -2.09497)
H (0.33510, -2.31337, -1.90733)
H (2.60710, -3.09112, -2.40292)
H (4.40018, -1.39912, -3.02607)
H (3.73669, 1.04080, -3.09758)
H (1.36845, 1.67274, -2.60779)

Record 2
One molecule with the formula C2HBrF2S at a distorted geometry, computed with ωB97M-V/def2-TZVPD.

Computed properties:
Structure (SMILES) = FC(F)(Br)C=S
LUMO energy (alpha / beta) = -0.0511 / -0.0511 Eh
E = -88401.231 eV
F_max = 0.0438 Eh/bohr
Energy above the lowest of the compared OMol25 structures with the same formula, charge and spin = 16.4 kcal per mole

CARTESIAN COORDINATES (ANGSTROEM)
F (0.95180, 1.28370, 0.55805)
C (-0.01433, 0.61694, -0.12198)
F (-1.04976, 1.45786, -0.04033)
Br (0.55975, 0.41502, -1.99850)
C (-0.11700, -0.85434, 0.48072)
S (-1.25623, -1.94637, 0.84438)
H (0.92578, -0.97280, 0.27766)

Record 3
One molecule with the formula C3H3N3OS at a distorted geometry, computed with ωB97M-V/def2-TZVPD.

Computed properties:
Structure (SMILES) = SN=c1ncocn1
LUMO energy = 0.0119 Eh
E = -20510.321 eV
F_max = 0.0872 Eh/bohr
Energy above the lowest of the compared OMol25 structures with the same formula, charge and spin = 70.5 kcal per mole

CARTESIAN COORDINATES (ANGSTROEM)
S (-2.20538, 1.28839, 0.55521)
N (-0.58006, 1.05926, 1.08166)
C (0.07554, 0.13224, 0.40792)
N (-0.36810, -0.65156, -0.76793)
C (0.55688, -1.11009, -1.54899)
O (1.80387, -1.32307, -1.22611)
C (2.10384, -0.84688, 0.00999)
N (1.41438, -0.23559, 0.91648)
H (-2.43031, 2.35167, 1.34779)
H (0.47355, -1.44280, -2.61672)
H (3.13078, -1.19507, 0.36942)

Record 4
A 3-piece molecular cluster, C20H27NO12S2 overall at a distorted geometry, computed with ωB97M-V/def2-TZVPD.

Computed properties:
Structure (SMILES) = COCCCCc1ccc(C[C@@H]2CO2)c2c1C(=O)NC2=O.O=S1(=O)OCCO1.O=S1(=O)OCCO1
LUMO energy = -0.0265 Eh
E = -68906.103 eV
F_max = 0.0199 Eh/bohr

CARTESIAN COORDINATES (ANGSTROEM)
C (-1.67262, -5.01084, 0.40672)
O (-0.82064, -4.60013, -0.64212)
C (-0.00412, -3.49366, -0.29320)
C (1.29937, -3.56020, -1.09385)
C (1.56756, -2.31277, -1.92989)
C (2.18006, -1.17199, -1.08346)
C (1.65608, 0.17215, -1.48858)
C (1.97057, 0.73209, -2.72738)
C (1.46548, 1.95511, -3.13226)
C (0.61855, 2.71596, -2.33017)
C (0.10427, 4.03969, -2.81397)
C (0.24632, 5.17971, -1.80834)
C (-0.86813, 6.08878, -1.52493)
O (0.22981, 6.47960, -2.36987)
C (0.31415, 2.16405, -1.10709)
C (0.81970, 0.93386, -0.69208)
C (0.33131, 0.68553, 0.69232)
O (0.30028, -0.32173, 1.34889)
N (-0.20200, 1.92661, 1.12926)
C (-0.57380, 2.65624, -0.02483)
O (-1.50325, 3.42222, -0.06543)
H (-2.37490, -5.72919, -0.00589)
H (-2.23561, -4.17236, 0.82160)
H (-1.09849, -5.48982, 1.20565)
H (0.19007, -3.50721, 0.78179)
H (-0.54634, -2.56965, -0.52471)
H (1.25140, -4.44778, -1.72094)
H (2.13316, -3.69049, -0.40190)
H (0.61845, -1.95815, -2.34156)
H (2.19686, -2.53656, -2.79022)
H (1.94395, -1.35428, -0.04188)
H (3.26125, -1.16543, -1.21468)
H (2.63007, 0.17984, -3.38318)
H (1.74691, 2.33136, -4.10611)
H (-0.93988, 3.95566, -3.11097)
H (0.70922, 4.33599, -3.67071)
H (0.95758, 4.99972, -1.00006)
H (-1.79158, 5.91262, -2.06141)
H (-0.88719, 6.60207, -0.57284)
H (-0.92226, 1.88441, 1.83985)
O (-6.10149, -1.33304, -0.58086)
S (-4.87385, -1.19560, 0.11350)
O (-4.34617, -2.26275, 0.88314)
O (-4.95169, 0.12936, 1.00612)
C (-3.87499, 1.02027, 0.68742)
C (-3.59006, 0.73770, -0.77176)
O (-3.73364, -0.68547, -0.88272)
H (-3.01738, 0.77486, 1.31868)
H (-4.18378, 2.04591, 0.86525)
H (-2.58860, 1.02952, -1.07433)
H (-4.31874, 1.21994, -1.42581)
O (5.22046, -1.04316, 3.13891)
S (3.89067, -1.46995, 2.89731)
O (3.52771, -2.08356, 1.67205)
O (2.90948, -0.24465, 3.18635)
C (1.90518, -0.61412, 4.14386)
C (2.60308, -1.64003, 5.01692)
O (3.38111, -2.40603, 4.08409)
H (1.05058, -1.03433, 3.61129)
H (1.60227, 0.27282, 4.69305)
H (1.91384, -2.30629, 5.52671)
H (3.27442, -1.17244, 5.73923)

Record 5
One molecule with the formula C3H6N2O2 at a distorted geometry, computed with ωB97M-V/def2-TZVPD.

Computed properties:
LUMO energy (alpha / beta) = 0.0257 / -0.0978 Eh
E = -10274.969 eV
Multiplicity = 3
<S²> = 2.009
F_max = 0.1595 Eh/bohr
Energy above the lowest of the compared OMol25 structures with the same formula, charge and spin = 109.7 kcal per mole

CARTESIAN COORDINATES (ANGSTROEM)
C (0.54637, -1.05250, 1.52326)
C (0.56382, 0.16741, 0.96653)
C (-1.06728, -0.54306, -0.78595)
N (-0.08918, 0.44978, -0.19598)
N (0.31557, 1.47306, -0.93054)
O (1.07976, 2.21765, -0.38360)
O (-0.06970, 1.53854, -2.04203)
H (1.24022, -1.18687, 2.35676)
H (0.00889, -1.94609, 1.01508)
H (1.04523, 1.07691, 1.35412)
H (-0.36598, -1.12572, -1.35464)
H (-1.53422, -1.07551, -0.00564)
H (-1.67350, 0.00641, -1.51735)

Record 6
One molecule with the formula C4H3N3 at a distorted geometry, computed with ωB97M-V/def2-TZVPD.

Computed properties:
Structure (SMILES) = C#Cc1cnn[nH]1
LUMO energy = 0.0284 Eh
E = -8663.853 eV
F_max = 0.0261 Eh/bohr
Energy above the lowest of the compared OMol25 structures with the same formula, charge and spin = 59.0 kcal per mole

CARTESIAN COORDINATES (ANGSTROEM)
C (-1.05080, 1.83861, -1.38660)
C (-0.49233, 0.98896, -0.74549)
C (0.05401, -0.05212, 0.04216)
C (-0.59547, -0.99100, 0.79857)
N (0.33308, -1.79183, 1.37702)
N (1.52241, -1.41807, 1.03492)
N (1.36639, -0.32660, 0.19715)
H (-1.53516, 2.59734, -1.96015)
H (-1.66036, -1.09664, 0.92556)
H (2.05822, 0.25134, -0.28315)